No. 1
Entry from the OMol25 dataset: C6H13N in the gas phase (wB97M-V/def2-TZVPD).

Frontier orbital gap: 10.3421 eV
Total energy: -291.12691 Eh
SMILES string: CCCN1C[C@H]1C

CARTESIAN COORDINATES (ANGSTROEM)
C  3.046  -0.224  -0.145
C  1.597  -0.687  0.001
C  0.639  0.282  -0.678
N  -0.749  -0.153  -0.611
C  -1.708  0.916  -0.838
C  -1.528  0.342  0.515
C  -2.580  -0.557  1.111
H  3.191  0.769  0.297
H  3.334  -0.160  -1.202
H  3.742  -0.912  0.347
H  1.468  -1.683  -0.438
H  1.335  -0.774  1.065
H  0.901  0.366  -1.741
H  0.769  1.291  -0.239
H  -2.587  0.655  -1.426
H  -1.311  1.914  -1.026
H  -0.987  0.971  1.230
H  -3.397  0.046  1.526
H  -2.994  -1.212  0.338
H  -2.181  -1.188  1.912

Atoms 1-2, force components in eV/Å:
C 0.06 0.02 0.00
C -0.04 -0.03 0.03

Mulliken population analysis, charges in e, atoms 1 to 2: C -1.22; C -0.22

=====

No. 2
Entry from the OMol25 dataset: a gas-phase ion, C5H14BN2O3 (charge +1) (wB97M-V/def2-TZVPD).

Net charge: +1
Frontier orbital gap: 9.2800 eV
Total energy: -558.79390 Eh
SMILES string: CN(C)B(O)[C@@H]1[NH2+]C[C@H](O)O1

CARTESIAN COORDINATES (ANGSTROEM)
C  2.548  0.988  0.127
N  1.964  -0.336  0.382
C  1.853  -1.168  -0.810
B  0.856  -0.325  1.285
O  1.070  -0.286  2.618
C  -0.726  -0.307  0.865
N  -1.174  -0.937  -0.427
C  -2.552  -0.345  -0.568
C  -2.159  1.090  -0.300
O  -1.434  1.528  -1.417
O  -1.304  0.994  0.825
H  2.366  1.298  -0.903
H  2.150  1.734  0.813
H  3.627  0.980  0.275
H  1.191  -2.015  -0.637
H  1.489  -0.609  -1.685
H  2.828  -1.558  -1.092
H  0.365  0.133  3.118
H  -1.258  -0.886  1.629
H  -0.631  -0.631  -1.239
H  -1.196  -1.955  -0.415
H  -3.023  -0.524  -1.525
H  -3.112  -0.706  0.289
H  -3.007  1.736  -0.094
H  -0.728  2.106  -1.113

Atoms 1-2, force components in eV/Å:
C 0.77 -0.22 0.37
N -1.08 -0.05 -0.46

Mulliken population analysis, charges in e, atoms 1 to 2: C -0.99; N -0.07

=====

No. 3
Entry from the OMol25 dataset: a molecular structure, C15H33BIO4P2Tc (wB97M-V/def2-TZVPD).

Net charge: +3
Frontier orbital gap (spin up / spin down): 7.2156 / 3.9991 eV
2S+1: 4
Total energy: -1977.37154 Eh

CARTESIAN COORDINATES (ANGSTROEM)
C  -4.234  0.135  -4.111
C  -2.836  -0.123  -4.091
H  -4.548  0.023  -5.173
H  -4.425  1.184  -3.785
H  -4.760  -0.632  -3.496
O  -1.711  -0.288  -3.841
I  -3.042  0.660  0.406
Tc  -0.414  0.099  -0.104
P  -0.791  -2.203  0.184
C  0.698  -3.229  0.286
C  -1.608  -2.459  1.781
H  -1.688  -3.536  1.959
H  -2.022  -4.041  -0.783
H  -2.598  -1.998  1.749
H  -2.890  -2.496  -1.029
H  1.353  -2.918  1.108
H  -1.012  -1.988  2.568
C  -1.903  -2.973  -1.033
H  0.402  -4.271  0.444
H  -1.475  -2.883  -2.043
H  1.258  -3.154  -0.654
P  0.031  2.323  -0.547
C  1.785  2.731  -0.730
C  -0.819  3.069  -1.963
H  -1.502  3.161  1.110
H  -0.269  4.387  0.631
H  0.161  3.068  1.770
C  -0.441  3.334  0.891
H  -1.902  2.918  -1.880
H  -0.599  4.148  -1.981
H  1.898  3.820  -0.795
H  2.186  2.252  -1.628
H  -0.466  2.601  -2.892
H  2.315  2.341  0.147
C  1.040  -0.357  -1.289
O  1.953  -0.642  -1.977
C  2.033  1.905  3.825
C  2.569  0.745  2.989
C  4.082  0.785  2.999
O  2.120  0.830  1.632
B  0.880  0.110  1.535
O  0.701  -0.649  2.719
C  1.915  -0.611  3.478
C  2.784  -1.839  3.184
C  1.535  -0.653  4.940
H  2.377  2.860  3.410
H  2.447  1.852  4.843
H  0.935  1.902  3.910
H  4.411  1.767  2.653
H  4.483  0.668  4.014
H  4.512  0.003  2.362
H  3.650  -1.848  3.856
H  2.243  -2.776  3.417
H  3.175  -1.898  2.169
H  0.840  0.146  5.197
H  1.077  -1.619  5.183
H  2.405  -0.561  5.594

Atoms 1-2, force components in eV/Å:
C -0.54 -0.08 -1.01
C 5.28 -0.53 2.47

Mulliken population analysis, charges in e, atoms 1 to 2: C -0.66; C 0.69